1.
Entry from the Open Molecules 2025 dataset: an isolated molecule of C4H7N3O (ωB97M-V with the def2-TZVPD basis set).

Properties
net charge	0
gap between HOMO and LUMO	9.6	eV
strongest force on any atom	15.72	eV/A
SMILES	[H]/N=C(/C=N\O)N1CC1
HOMO	-9.2	eV
energy above the lowest of the compared OMol25 structures with the same formula, charge and spin	174.73	kcal per mole
calculated total energy	-10772.1701	eV

Last column: natural (NBO) charge in e.
Geometry (Å):
1 C -1.407 -0.902 -0.157  -0.0462
2 C -0.448 0.260 -0.158  0.3921
3 C 1.913 0.421 0.175  -0.2580
4 C 1.467 -1.088 0.104  -0.2960
5 H -2.491 1.032 -0.364  0.4899
6 H -0.753 -1.917 -0.078  0.1749
7 H -0.125 2.307 -0.193  0.3494
8 H 2.635 0.789 -0.679  0.2128
9 H 1.976 1.114 1.058  0.2376
10 H 1.825 -1.594 -0.803  0.2531
11 H 1.421 -1.247 1.291  0.2574
12 N -2.586 -0.948 0.149  -0.0346
13 N -0.863 1.462 0.095  -0.7732
14 N 0.650 -0.002 -0.453  -0.3859
15 O -3.213 0.311 0.011  -0.5731

***

2.
Entry from the Open Molecules 2025 dataset: an isolated molecule of C4H7N3O (ωB97M-V with the def2-TZVPD basis set).

Properties
net charge	0
gap between HOMO and LUMO	9.7	eV
strongest force on any atom	9.36	eV/A
SMILES	O=CN/N=C\N1CC1
HOMO	-9.1	eV
energy above the lowest of the compared OMol25 structures with the same formula, charge and spin	168.65	kcal per mole
calculated total energy	-10772.4342	eV

Last column: natural (NBO) charge in e.
Geometry (Å):
1 C -2.292 0.265 0.133  0.4910
2 C 1.046 1.278 0.043  0.2507
3 C 1.794 -1.071 -0.588  -0.2658
4 C 1.385 -0.949 0.771  -0.2965
5 H -2.786 1.385 0.659  0.2002
6 H -0.488 -0.866 -0.752  0.4150
7 H 1.605 2.291 -0.188  0.1841
8 H 2.805 -1.470 -0.738  0.2309
9 H 1.155 -0.970 -1.578  0.2144
10 H 2.005 -1.137 1.736  0.2334
11 H 0.260 -1.028 1.027  0.2406
12 N -0.893 0.196 -0.175  -0.5051
13 N -0.122 1.292 -0.113  -0.2933
14 N 1.980 0.249 0.040  -0.4668
15 O -2.864 -0.937 -0.072  -0.6327

***

3.
Entry from the Open Molecules 2025 dataset: a structure of composition C4H7N3O2 (ωB97M-V with the def2-TZVPD basis set).

Properties
net charge	0
gap between HOMO and LUMO	10.2	eV
strongest force on any atom	3.72	eV/A
HOMO	-9.4	eV
energy above the lowest of the compared OMol25 structures with the same formula, charge and spin	56.19	kcal per mole
calculated total energy	-12825.0933	eV

Last column: natural (NBO) charge in e.
Geometry (Å):
1 C -1.440 0.451 -0.522  0.6557
2 C 0.210 1.498 -1.063  0.7785
3 C 1.328 -0.203 0.108  -0.2501
4 C 0.108 -0.123 1.135  -0.2670
5 N 1.178 0.642 -0.993  -0.5560
6 N -1.235 -0.409 0.544  -0.6209
7 N -2.122 0.107 -1.503  -0.6961
8 O -0.859 1.742 -0.300  -0.4933
9 O 0.204 2.378 -2.091  -0.6563
10 H 2.281 0.148 0.621  0.2109
11 H 1.341 -1.301 -0.082  0.1968
12 H 0.104 -0.780 2.131  0.2208
13 H 0.182 0.897 1.579  0.2133
14 H -1.447 -1.327 0.204  0.4007
15 H 1.016 2.099 -2.566  0.4999
16 H -2.104 0.832 -2.241  0.3631

***

4.
Entry from the Open Molecules 2025 dataset: an isolated molecule of C4H7N3S (ωB97M-V with the def2-TZVPD basis set).

Properties
net charge	0
gap between HOMO and LUMO	9.4	eV
strongest force on any atom	7.31	eV/A
SMILES	[H]/N=C1\N/C(=N\[H])S[C@@H]1C
HOMO	-9.1	eV
energy above the lowest of the compared OMol25 structures with the same formula, charge and spin	96.42	kcal per mole
calculated total energy	-19563.5968	eV

Last column: natural (NBO) charge in e.
Geometry (Å):
1 C 1.464 -1.386 0.583  -0.6360
2 C 0.580 -0.806 -0.388  -0.4938
3 C -1.742 0.123 0.048  0.3025
4 C 0.469 0.714 -0.204  0.4750
5 H 1.108 -0.879 1.647  0.2318
6 H 2.662 -1.551 0.089  0.2616
7 H 1.178 -2.488 0.772  0.2297
8 H 0.961 -0.689 -1.444  0.2699
9 H -3.421 1.146 0.247  0.3227
10 H -1.056 2.092 0.687  0.4432
11 H 1.203 2.426 -0.782  0.3224
12 N -3.107 0.181 -0.091  -0.6818
13 N -0.768 1.067 0.269  -0.6631
14 N 1.534 1.486 -0.779  -0.6795
15 S -1.065 -1.436 -0.654  0.2954

***

What did we get for LUMO level? Answer: 0.0156, 0.0227, 0.0286, 0.0115 hartree, in the order shown.